{"formula": "C3H4N2O", "method": "ωB97M-V/def2-TZVPD", "fmax_ha_per_bohr": 0.0215, "homo_energy_ha": -0.404, "spin_multiplicity": 1, "smiles": "[H]/N=C1/CO1.C#N", "de_lowest_ev": 3.0164, "e_lumo_ev": 0.841, "elements": ["O", "C", "C", "N", "C", "N", "H", "H", "H", "H"], "xyz": [[0.830900, -1.556270, 1.304448], [0.077755, -0.902715, 0.414075], [1.135670, -0.138757, 1.007939], [-0.316349, 2.549087, -1.233358], [-0.961333, 1.611871, -1.429747], [-0.894452, -1.007794, -0.367120], [0.915883, 0.562305, 1.811453], [2.058008, 0.033314, 0.455728], [-1.545603, 0.716689, -1.591337], [-1.312979, -1.930210, -0.360263]], "atomic_forces_ev_per_a": [[-0.197, -0.443, 0.008], [-0.010, 0.335, -0.148], [0.002, 0.651, -0.247], [-0.581, -0.926, -0.145], [0.310, 0.850, -0.063], [0.222, -0.246, 0.286], [0.047, -0.221, -0.082], [-0.137, -0.134, 0.141], [0.332, 0.407, 0.134], [0.012, -0.274, 0.116]], "mulliken_charge": [-0.384, 0.494, -0.196, -0.398, 0.149, -0.554, 0.212, 0.211, 0.250, 0.215]}

***

{"formula": "C11H9NO", "method": "ωB97M-V/def2-TZVPD", "fmax_ha_per_bohr": 0.0732, "homo_energy_ha": -0.289, "spin_multiplicity": 1, "smiles": "C1=C2CC(=CN1)c1ccccc1O2", "de_lowest_ev": 2.4294, "e_lumo_ev": 0.591, "elements": ["O", "C", "C", "C", "C", "C", "C", "C", "C", "C", "C", "N", "C", "H", "H", "H", "H", "H", "H", "H", "H", "H"], "xyz": [[1.841357, 0.786047, 1.673758], [1.429399, -1.109129, 3.096091], [-0.106822, -2.019892, 1.571933], [2.081542, -0.552006, 1.955289], [0.594485, -1.406490, 0.544356], [-0.524554, 2.545349, -0.573436], [-1.221835, 1.499790, -1.222198], [0.518467, 2.287216, 0.370142], [-0.827784, 0.173524, -0.895003], [0.852660, 0.984906, 0.715680], [0.134963, -0.086290, 0.105597], [0.602327, -2.225902, 2.802365], [2.072915, -1.448951, 0.744278], [1.271759, -0.477048, 3.948883], [-1.165444, -1.880085, 1.635195], [-0.710630, 3.603169, -0.833703], [-1.995203, 1.649722, -1.991256], [1.056842, 3.105178, 0.872933], [-1.306540, -0.737238, -1.259913], [0.004691, -2.554283, 3.554647], [2.406005, -2.456983, 0.964350], [2.612875, -1.015294, -0.109477]], "atomic_forces_ev_per_a": [[0.474, 0.690, -0.341], [1.318, 0.977, -3.018], [1.495, 0.985, -0.779], [-2.405, -2.085, 2.013], [-0.962, -1.314, 2.150], [0.544, -0.179, 0.014], [1.032, -0.675, 0.600], [-0.675, 0.338, -0.465], [0.035, 0.504, 1.205], [-0.624, -0.041, -0.348], [-0.090, 0.823, -1.334], [-0.375, 0.667, -0.515], [0.362, 0.590, -0.142], [-0.255, -0.240, 0.460], [-0.528, -0.396, 0.210], [-0.063, -0.760, 0.210], [0.493, 0.173, 0.560], [-0.355, -0.363, -0.413], [-0.042, 0.526, -0.380], [0.497, -0.037, -0.130], [0.195, -0.004, 0.116], [-0.072, -0.179, 0.325]], "mulliken_charge": [-0.424, -0.391, -0.525, 0.006, 0.054, -0.283, -0.645, -0.528, -0.496, 0.327, 0.684, -0.232, -0.775, 0.384, 0.367, 0.320, 0.365, 0.384, 0.406, 0.313, 0.377, 0.311]}

***

{"formula": "C16H14O4Pt", "method": "ωB97M-V/def2-TZVPD", "fmax_ha_per_bohr": 0.0911, "homo_energy_ha": [-0.542, -0.616], "spin_multiplicity": 5, "charge": 2, "e_lumo_ev": [-7.612, -10.127], "elements": ["Pt", "C", "C", "O", "C", "C", "C", "C", "C", "C", "O", "H", "H", "H", "H", "H", "H", "H", "C", "C", "O", "C", "C", "C", "C", "C", "C", "O", "H", "H", "H", "H", "H", "H", "H"], "xyz": [[9.750189, 4.647279, 4.784634], [13.832911, 5.353516, 6.412410], [12.529683, 5.477058, 5.544872], [11.866936, 4.410821, 5.263831], [12.178531, 6.812768, 5.106141], [12.950246, 7.841977, 5.711189], [12.734789, 9.142313, 5.325071], [11.800574, 9.416230, 4.365019], [10.971651, 8.477472, 3.762350], [11.154175, 7.105065, 4.084749], [10.395161, 6.182431, 3.524395], [14.349520, 4.414251, 6.147951], [13.556962, 5.309768, 7.467437], [14.560063, 6.107832, 6.124814], [13.454192, 7.748832, 6.661314], [13.299395, 9.901604, 5.829818], [11.821511, 10.451874, 3.992013], [10.248709, 8.772171, 3.006247], [5.730056, 6.179962, 5.148762], [7.027473, 5.424781, 5.460622], [7.717373, 5.038754, 4.412518], [7.301263, 5.098751, 6.818545], [6.763989, 5.945279, 7.741446], [6.972532, 5.679943, 9.088714], [7.903787, 4.805723, 9.474117], [8.625597, 4.018850, 8.604995], [8.339118, 4.127445, 7.197691], [9.120118, 3.479914, 6.345736], [5.160652, 5.504638, 4.448734], [5.964490, 7.146279, 4.611333], [5.072260, 6.321086, 6.027585], [6.211879, 6.842105, 7.394822], [6.241313, 6.070488, 9.853999], [8.107192, 4.605859, 10.502587], [9.433315, 3.378353, 8.915653]], "atomic_forces_ev_per_a": [[0.770, -0.132, -0.575], [-0.679, -1.164, -1.667], [0.367, -2.933, 0.497], [1.350, 2.700, 0.650], [0.802, 0.618, 0.460], [-2.279, -1.239, 0.063], [0.300, -0.023, 0.312], [-0.780, 1.542, -2.025], [0.753, 0.735, -0.162], [-0.704, -1.644, -0.112], [1.739, 2.260, 1.187], [-0.624, 0.082, 0.221], [0.188, 0.250, -0.032], [-0.212, 0.152, 0.496], [0.555, -0.699, -0.388], [0.092, 0.513, -0.128], [-0.654, -0.483, 0.234], [0.114, -0.145, 0.112], [0.100, -0.336, -0.741], [-0.526, -0.373, -4.641], [-2.039, 1.138, 3.395], [1.735, -0.237, -0.244], [-0.477, 0.681, -0.607], [-2.904, 1.682, 1.423], [2.052, -2.308, 1.090], [-0.220, 0.214, -1.091], [1.372, -0.810, -0.867], [-2.167, 1.162, 2.366], [0.603, 0.762, 0.427], [-0.356, -1.063, 0.558], [0.491, 0.062, -0.762], [0.205, -0.956, 0.626], [1.175, 0.040, -0.902], [-0.118, 0.220, 0.710], [-0.029, -0.267, 0.115]], "mulliken_spin": [1.677, 0.003, 0.038, 0.121, 0.054, 0.008, 0.230, -0.062, 0.186, 0.165, 0.384, 0.001, 0.003, 0.001, 0.011, 0.002, 0.003, -0.003, 0.004, 0.053, 0.113, 0.008, 0.059, 0.252, -0.060, 0.227, 0.150, 0.355, 0.003, 0.003, 0.001, 0.007, -0.002, 0.005, 0.000]}

***

{"formula": "C2H3NO2S", "method": "ωB97M-V/def2-TZVPD", "fmax_ha_per_bohr": 0.0536, "homo_energy_ha": -0.318, "spin_multiplicity": 1, "de_lowest_ev": 5.4838, "e_lumo_ev": -0.920, "elements": ["C", "C", "N", "O", "O", "S", "H", "H", "H"], "xyz": [[-1.116679, -0.641090, -0.060569], [0.691856, -0.384663, 0.322649], [-1.530125, 0.524390, -0.173306], [-1.515977, -1.745033, 0.153420], [-0.862497, 1.635619, -0.091913], [1.094241, 1.254810, 0.126756], [1.177687, -1.041329, -0.473331], [0.557744, -0.750161, 1.358308], [1.503750, 1.147454, -1.162013]], "atomic_forces_ev_per_a": [[0.927, -1.329, 1.474], [0.224, -1.416, -1.098], [-0.172, 2.663, -0.693], [0.141, -0.903, -0.545], [-0.345, 0.583, -0.265], [-0.592, -0.584, -0.004], [-0.746, 0.678, 1.614], [0.727, 0.212, -0.717], [-0.166, 0.095, 0.235]], "mulliken_charge": [0.540, -0.537, -0.032, -0.549, -0.310, 0.030, 0.337, 0.315, 0.206]}